(1)
C4H12O3 | wB97M-V/def2-TZVPD

```
! RIJCOSX wB97M-V def2-TZVPD def2/J DEFGRID3
* xyz 1 2
C -0.22 2.02 1.27
O -0.80 2.51 2.44
C -0.69 0.43 1.11
C -0.20 -0.18 -0.23
C 1.32 -0.35 -0.31
O -0.92 -1.31 -0.60
H -0.58 2.39 0.29
H 0.87 2.26 1.21
H -1.69 2.83 2.19
H -0.19 0.06 2.01
H -1.79 0.34 1.25
H -0.48 0.60 -0.96
H 1.63 -1.12 -1.02
H 1.76 0.65 -0.48
H 1.76 -0.57 0.70
H -1.88 -1.15 -0.60
H 0.61 -3.14 -1.99
H 0.62 -3.49 -3.43
O 0.87 -2.77 -2.84
*
```

The HOMO energy (spin up / spin down) comes out at -14.496 / -14.453 eV. The calculation puts the frontier orbital gap (spin up / spin down) at 11.2 / 4.8 eV. For the energy, the calculation gives -10474.1177 eV. For the maximum force, the calculation gives 2.7 eV/A. The value obtained for the energy relative to the best compared isomer or geometry (same formula, charge and spin) is 49.4 kcal/mol.

=====

(2)
C5H25NO8S | wB97M-V/def2-TZVPD

```
! RIJCOSX wB97M-V def2-TZVPD def2/J DEFGRID3
* xyz 0 1
C 1.26 -2.32 0.53
C 0.19 -2.13 -0.60
C 0.37 -0.73 -1.12
O 1.34 -0.45 -1.82
N -0.62 0.18 -0.98
C -1.89 -0.02 -0.24
C -1.73 0.77 1.07
S -2.40 2.47 1.13
H 1.42 -3.40 0.70
H 2.15 -1.88 0.11
H 0.97 -2.04 1.55
H -0.77 -2.37 -0.15
H 0.39 -2.86 -1.37
H -0.46 1.17 -1.10
H -2.14 -1.06 -0.14
H -2.65 0.59 -0.75
H -0.68 0.87 1.32
H -2.19 0.17 1.86
H -2.86 2.35 2.39
O 0.31 2.84 -3.50
H -0.63 2.63 -3.54
H 0.51 2.98 -2.56
O -0.01 1.27 3.71
H 0.17 2.19 3.57
H 0.13 0.83 2.87
O 1.79 1.79 1.42
H 2.11 2.08 0.57
H 2.44 1.91 2.11
O 1.69 2.08 -1.34
H 1.72 1.24 -1.90
H 2.47 2.45 -1.77
O 3.92 0.61 -0.99
H 4.14 -0.32 -1.04
H 3.31 0.60 -0.24
O -1.87 -2.52 2.04
H -2.44 -3.28 2.21
H -0.97 -2.82 2.02
O -2.77 -1.80 -2.35
H -3.47 -1.55 -1.75
H -2.28 -2.51 -1.93
*
```

The HOMO energy comes out at -9.253 eV. The calculation puts the frontier orbital gap at 9.3 eV. For the energy, the calculation gives -34295.6440 eV. For the maximum force, the calculation gives 3.2 eV/A. The structure (SMILES) is CCC(=O)NCCS.O.O.O.O.O.O.O. The value obtained for the energy relative to the best compared isomer or geometry (same formula, charge and spin) is 13.0 kcal/mol.

=====

(3)
C3H2ClNS | wB97M-V/def2-TZVPD

```
! RIJCOSX wB97M-V def2-TZVPD def2/J DEFGRID3
* xyz 0 3
C -1.36 -1.33 -0.94
C 0.93 0.41 0.96
C 0.61 1.22 0.04
N -0.53 -1.89 -1.49
S 0.11 2.07 -1.16
Cl -2.26 -0.31 -0.05
H 1.75 -0.44 0.61
H 0.73 0.28 2.03
*
```

The HOMO energy (spin up / spin down) comes out at -6.482 / -10.492 eV. The calculation puts the frontier orbital gap (spin up / spin down) at 6.9 / 7.8 eV. For the energy, the calculation gives -27985.7479 eV. For the maximum force, the calculation gives 6.5 eV/A. The value obtained for the energy relative to the best compared isomer or geometry (same formula, charge and spin) is 25.1 kcal/mol.

=====

(4)
C3H4N2O2 | wB97M-V/def2-TZVPD

```
! RIJCOSX wB97M-V def2-TZVPD def2/J DEFGRID3
* xyz 0 1
N 1.46 -0.91 -0.37
C 0.33 -0.22 -0.06
C -0.81 -0.69 -0.04
N -1.75 0.20 -0.13
O -1.04 1.40 -0.42
C 0.26 1.20 -0.17
O 1.19 1.99 0.09
H 2.04 -0.03 -0.35
H 1.52 -1.45 0.52
H -0.98 -1.82 0.06
H -2.22 0.34 0.87
*
```

The HOMO energy comes out at -8.971 eV. The calculation puts the frontier orbital gap at 9.5 eV. For the energy, the calculation gives -10247.0193 eV. For the maximum force, the calculation gives 9.3 eV/A. The structure (SMILES) is Nc1c[nH]oc1=O. The value obtained for the energy relative to the best compared isomer or geometry (same formula, charge and spin) is 121.0 kcal/mol.